(1)
{
  "formula": "C23H41N3O4S",
  "method": "ωB97M-V/def2-TZVPD",
  "spin_multiplicity": 3,
  "molar_mass_g_mol": 455.66,
  "e_tot_ev": -48005.0920,
  "symbols": ["O", "C", "C", "C", "N", "C", "S", "C", "O", "H", "H", "H", "H", "H", "C", "C", "C", "C", "C", "C", "N", "O", "C", "C", "C", "H", "H", "H", "H", "H", "H", "H", "H", "H", "H", "H", "H", "H", "H", "H", "H", "H", "H", "C", "C", "C", "C", "C", "C", "N", "O", "C", "C", "C", "H", "H", "H", "H", "H", "H", "H", "H", "H", "H", "H", "H", "H", "H", "H", "H", "H", "H"],
  "positions_angstrom": [[0.263220, 0.412885, 5.940104], [-0.474620, 1.334508, 5.562545], [-1.568653, 1.377784, 4.376932], [-2.727885, 2.087088, 5.216581], [-4.078875, 2.304499, 4.603849], [-4.910514, 1.645978, 5.361102], [-6.003474, 0.882781, 6.365493], [-1.879537, 3.325974, 5.766730], [-0.603087, 2.675813, 6.105234], [-1.067286, 2.020242, 3.557886], [-1.918965, 0.399372, 3.914932], [-2.878352, 1.368123, 6.096733], [-2.411460, 3.562702, 6.763989], [-1.813332, 4.276256, 5.130919], [2.851640, 1.535851, -1.958239], [2.076179, 2.043673, -0.722867], [2.933647, 3.055784, 0.072282], [4.042511, 2.400807, 0.881397], [3.465314, 1.331665, 1.800815], [2.626278, 0.279579, 1.044968], [1.620125, 0.888947, 0.113168], [0.580752, 1.325064, 0.870934], [3.579716, -0.664143, 0.271908], [1.966140, -0.657401, 2.093650], [0.899968, 2.833995, -1.360199], [3.326054, 2.368927, -2.486529], [3.650705, 0.834140, -1.740571], [2.181880, 1.039274, -2.669498], [2.293876, 3.620955, 0.758284], [3.371111, 3.792309, -0.608745], [4.800510, 1.978364, 0.215529], [4.551634, 3.162595, 1.482975], [4.284343, 0.844934, 2.341043], [2.849916, 1.823369, 2.564973], [3.033574, -1.266727, -0.460206], [4.078961, -1.362242, 0.949504], [4.389340, -0.141203, -0.235999], [1.351271, -0.115370, 2.816513], [2.726007, -1.184104, 2.677714], [1.342424, -1.413772, 1.607149], [0.220422, 2.165811, -1.898535], [1.276099, 3.567706, -2.079113], [0.315912, 3.390962, -0.622772], [-0.568641, -1.218382, -1.117280], [-1.829001, -1.215936, -2.009293], [-2.827888, -2.296086, -1.532618], [-2.410818, -3.709725, -1.909362], [-2.173405, -3.808399, -3.411500], [-1.157444, -2.767380, -3.927893], [-1.446423, -1.376307, -3.447177], [-2.475068, -0.896018, -4.195115], [0.267442, -3.202405, -3.506205], [-1.116705, -2.858364, -5.477835], [-2.462859, 0.168214, -1.699657], [-0.842419, -1.265169, -0.058344], [0.106985, -2.052739, -1.281338], [0.018797, -0.306643, -1.259504], [-3.815021, -2.100932, -1.964957], [-2.955980, -2.234969, -0.447472], [-1.517820, -4.004488, -1.350649], [-3.201246, -4.411309, -1.618448], [-1.833381, -4.821144, -3.653818], [-3.134440, -3.681512, -3.925916], [0.985634, -2.387358, -3.636549], [0.621369, -4.038781, -4.115504], [0.324719, -3.561528, -2.479264], [-2.097293, -2.705565, -5.935271], [-0.782802, -3.848675, -5.800750], [-0.421613, -2.124291, -5.896341], [-1.827866, 0.983289, -2.060156], [-2.585587, 0.300948, -0.620715], [-3.454740, 0.287915, -2.143645]],
  "forces_ev_per_a": [[-2.4, 4.1, -1.0], [-0.4, -1.0, -0.6], [0.1, -0.2, 0.0], [2.2, -0.6, 0.0], [-2.6, -3.1, 3.8], [0.2, 1.3, -1.0], [2.8, 1.9, -2.7], [-1.9, -1.0, 1.4], [0.2, -1.5, -0.3], [-1.1, -0.8, 1.2], [0.9, 1.1, 0.9], [0.5, 1.2, -0.9], [1.2, 0.2, -1.4], [0.2, -1.7, 0.6], [0.3, -0.3, -0.1], [0.4, 0.8, -2.0], [0.0, -0.2, 0.3], [0.0, 0.1, 0.1], [-0.1, 0.4, -0.1], [1.2, -1.8, 0.5], [-1.7, 2.6, 3.2], [1.3, -1.2, -1.6], [0.2, 0.1, -0.3], [-0.6, 0.5, -0.1], [-0.4, -0.3, 0.7], [-0.2, 0.0, 0.1], [0.0, 0.0, 0.1], [0.0, 0.1, 0.2], [-0.1, -0.1, 0.0], [-0.2, -0.2, -0.1], [0.0, 0.0, 0.0], [0.0, -0.1, -0.1], [-0.2, -0.2, -0.1], [-0.1, -0.1, -0.1], [0.0, 0.1, 0.0], [-0.2, 0.2, 0.1], [-0.1, 0.0, -0.1], [0.0, 0.0, -0.2], [0.1, 0.2, -0.3], [0.0, 0.1, 0.0], [0.1, 0.0, 0.1], [0.2, -0.2, 0.1], [0.1, -0.2, 0.0], [0.3, -0.3, -0.1], [0.5, 0.7, 1.9], [0.0, -0.2, -0.4], [-0.1, 0.0, 0.0], [-0.3, 0.2, 0.2], [1.5, -1.3, -0.7], [-4.0, 0.0, -1.4], [2.2, -0.4, 1.0], [0.2, 0.0, 0.3], [-0.5, 0.6, 0.1], [-0.2, -0.1, -0.8], [-0.1, 0.2, -0.2], [-0.1, -0.1, -0.1], [-0.2, -0.2, -0.1], [0.1, 0.1, -0.1], [0.1, 0.2, -0.1], [0.0, 0.0, 0.0], [0.1, 0.1, 0.0], [0.2, 0.2, -0.1], [0.1, 0.2, 0.0], [-0.1, 0.0, 0.1], [-0.2, 0.1, -0.1], [0.0, 0.1, 0.0], [0.1, 0.2, 0.2], [0.0, 0.1, 0.4], [-0.1, 0.0, 0.1], [-0.1, -0.1, 0.0], [0.2, -0.3, -0.1], [0.2, -0.1, -0.1]],
  "mulliken_spin": [0.000, -0.001, 0.000, 0.001, 0.000, 0.000, 0.000, 0.000, 0.000, 0.003, 0.000, 0.000, 0.000, 0.000, 0.011, 0.011, 0.019, -0.019, 0.024, 0.024, 0.265, 0.623, 0.015, -0.005, 0.004, -0.001, -0.002, -0.002, 0.004, 0.003, 0.000, 0.002, 0.003, 0.002, -0.009, 0.001, 0.002, 0.006, 0.000, -0.001, 0.000, 0.000, 0.001, 0.076, 0.004, 0.015, -0.019, 0.018, 0.025, 0.283, 0.630, 0.019, -0.004, -0.014, -0.007, -0.006, -0.015, 0.006, 0.002, 0.001, 0.002, 0.000, 0.004, -0.009, 0.001, 0.002, 0.000, 0.000, -0.001, 0.001, 0.002, 0.001]
}

***

(2)
{
  "formula": "C5H4S",
  "method": "ωB97M-V/def2-TZVPD",
  "relative_energy_kj_mol": 181.6,
  "smiles": "C=CC#CC=S",
  "molar_mass_g_mol": 96.15,
  "e_tot_ev": -16081.4476,
  "symbols": ["C", "C", "C", "C", "C", "S", "H", "H", "H", "H"],
  "positions_angstrom": [[0.593803, 1.343980, -1.938679], [-0.135135, 0.579487, -1.204910], [0.090191, -0.029085, 0.056240], [-0.098081, -0.701280, 1.035834], [-0.270233, -1.344331, 2.244410], [-1.523317, -2.234426, 2.740700], [0.276116, 1.746412, -2.889264], [1.651816, 1.377485, -1.602366], [-1.211255, 0.494298, -1.402025], [0.626094, -1.232539, 2.960061]],
  "forces_ev_per_a": [[3.3, 0.4, -0.7], [-3.5, -0.7, 1.5], [0.3, -0.2, -0.5], [0.1, 0.5, -0.4], [1.6, -0.6, 2.4], [-0.1, 0.1, -0.2], [0.0, 0.2, 0.2], [-0.6, 0.6, -0.7], [0.3, -0.1, -0.5], [-1.3, -0.1, -1.0]],
  "lowdin_charge": [0.020, -0.218, 0.002, -0.128, -0.725, 0.689, 0.069, 0.087, 0.118, 0.085]
}

***

Which formula does entry 1 have?
C23H41N3O4S